(1)
This record from the Open Molecules 2025 dataset describes 9 unconnected molecules or ions with the total composition C40H101N7O9. The level of theory is ωB97M-V/def2-TZVPD.

Geometry as XYZ:
```
157
Properties=species:S:1:pos:R:3:lowdin_charge:R:1
C -18.268 -38.779 11.256 -0.05
C -18.432 -38.917 9.785 -0.50
C -19.045 -40.265 9.382 -0.04
C -19.458 -37.798 9.307 -0.12
C -18.837 -36.390 9.304 -0.17
C -17.444 -36.356 8.609 -0.15
C -16.476 -37.459 9.022 -0.52
C -15.438 -37.429 7.829 -0.03
C -15.797 -37.174 10.341 -0.04
N -17.192 -38.734 8.964 -0.09
O -16.341 -39.879 9.139 -0.02
H -18.117 -37.748 11.575 0.07
H -19.049 -39.192 11.895 0.09
H -17.402 -39.381 11.530 0.09
H -18.505 -41.021 9.953 0.08
H -20.073 -40.378 9.726 0.08
H -18.998 -40.426 8.305 0.09
H -19.575 -38.057 8.254 0.11
H -20.471 -37.738 9.703 0.12
H -19.324 -35.523 8.858 0.11
H -18.690 -36.142 10.356 0.09
H -16.872 -35.439 8.758 0.12
H -17.557 -36.488 7.533 0.11
H -15.136 -36.392 7.680 0.08
H -15.748 -37.866 6.880 0.08
H -14.565 -37.968 8.199 0.07
H -15.577 -38.070 10.920 0.08
H -16.239 -36.390 10.956 0.08
H -14.820 -36.705 10.226 0.08
H -16.469 -40.373 8.327 0.10
C -28.697 -34.016 4.086 -0.05
C -28.600 -35.061 5.189 -0.46
C -29.551 -36.296 4.964 -0.01
C -27.061 -35.427 5.114 -0.13
C -26.051 -34.439 5.770 -0.20
C -26.507 -34.132 7.181 -0.14
C -27.977 -33.655 7.277 -0.44
C -28.517 -33.704 8.771 -0.03
C -28.059 -32.108 6.799 -0.02
N -28.934 -34.460 6.515 -0.16
O -30.280 -34.144 6.543 -0.01
H -27.951 -33.223 4.134 0.07
H -28.458 -34.520 3.149 0.08
H -29.675 -33.540 4.018 0.09
H -29.537 -36.895 5.874 0.08
H -30.569 -35.921 4.855 0.07
H -29.174 -36.742 4.044 0.08
H -26.765 -36.345 5.623 0.11
H -26.626 -35.602 4.130 0.11
H -25.040 -34.848 5.779 0.11
H -25.842 -33.601 5.105 0.10
H -25.851 -33.352 7.568 0.12
H -26.330 -34.970 7.855 0.12
H -29.323 -32.978 8.875 0.07
H -27.671 -33.433 9.403 0.07
H -28.841 -34.640 9.226 0.08
H -27.632 -32.025 5.800 0.05
H -27.486 -31.522 7.517 0.07
H -29.070 -31.700 6.782 0.07
H -30.637 -35.005 6.770 0.09
C -24.777 -28.069 15.486 -0.13
O -25.535 -28.005 16.660 -0.20
C -26.362 -26.797 16.839 -0.15
C -26.850 -26.604 18.267 -0.45
C -25.767 -26.549 19.335 -0.07
N -27.945 -27.486 18.634 0.04
H -24.186 -27.156 15.411 0.08
H -25.392 -28.250 14.605 0.08
H -24.063 -28.887 15.395 0.08
H -25.871 -25.884 16.503 0.12
H -27.198 -26.936 16.153 0.12
H -27.271 -25.614 18.443 0.12
H -25.311 -25.559 19.341 0.07
H -24.998 -27.239 18.989 0.07
H -26.030 -26.765 20.371 0.08
H -27.833 -27.794 19.589 0.06
H -27.770 -28.311 18.079 0.06
C -12.130 -27.208 4.653 -0.08
O -12.743 -27.627 5.885 -0.19
C -12.217 -28.806 6.396 -0.24
C -13.160 -29.113 7.540 -0.45
C -12.627 -30.228 8.431 -0.07
N -14.410 -29.500 6.921 0.04
H -11.081 -26.958 4.807 0.08
H -12.659 -26.352 4.233 0.09
H -12.135 -27.997 3.901 0.08
H -12.187 -29.617 5.669 0.13
H -11.205 -28.661 6.776 0.12
H -13.350 -28.321 8.264 0.14
H -12.386 -31.148 7.898 0.08
H -13.201 -30.464 9.327 0.07
H -11.692 -29.942 8.914 0.07
H -15.033 -29.599 7.709 0.07
H -14.853 -28.762 6.393 0.07
C -8.196 -38.375 17.361 -0.13
O -8.292 -37.013 17.338 -0.19
C -9.416 -36.353 17.953 -0.19
C -9.583 -35.090 17.204 -0.42
C -8.540 -34.035 17.631 -0.07
N -10.886 -34.433 17.528 0.01
H -9.212 -38.753 17.475 0.09
H -7.622 -38.704 18.227 0.08
H -7.584 -38.700 16.520 0.09
H -10.366 -36.875 17.842 0.13
H -9.218 -36.195 19.013 0.13
H -9.553 -35.207 16.121 0.14
H -8.413 -33.172 16.978 0.07
H -7.541 -34.469 17.688 0.07
H -8.899 -33.726 18.613 0.08
H -11.116 -34.539 18.506 0.06
H -10.796 -33.444 17.340 0.06
C -6.809 -28.273 14.023 -0.05
O -6.537 -27.698 15.376 -0.22
C -7.592 -26.786 15.865 -0.19
C -7.245 -25.877 17.047 -0.43
C -6.724 -26.675 18.261 -0.06
N -8.356 -24.906 17.314 0.03
H -6.664 -27.554 13.217 0.07
H -7.890 -28.329 14.152 0.07
H -6.212 -29.174 13.877 0.08
H -7.910 -26.072 15.105 0.11
H -8.468 -27.318 16.236 0.12
H -6.360 -25.289 16.806 0.12
H -6.059 -26.002 18.804 0.07
H -6.042 -27.458 17.931 0.07
H -7.528 -27.089 18.869 0.08
H -8.015 -24.194 17.944 0.06
H -8.610 -24.253 16.586 0.06
C -18.660 -29.560 11.621 -0.09
O -17.343 -30.117 11.837 -0.18
C -17.135 -30.442 13.183 -0.21
C -16.792 -29.261 14.141 -0.47
C -15.331 -28.864 13.998 -0.07
N -17.007 -29.721 15.456 0.02
H -18.789 -28.725 12.310 0.07
H -19.448 -30.239 11.947 0.08
H -18.922 -29.205 10.625 0.09
H -17.994 -31.025 13.515 0.12
H -16.318 -31.155 13.295 0.12
H -17.338 -28.326 14.014 0.13
H -15.141 -28.228 13.134 0.08
H -14.685 -29.741 14.053 0.08
H -15.009 -28.270 14.853 0.07
H -16.638 -29.066 16.130 0.07
H -16.284 -30.422 15.538 0.07
C -16.855 -22.476 13.947 -0.15
O -15.768 -21.707 13.420 -0.13
H -17.733 -21.830 13.950 0.07
H -17.009 -23.328 13.285 0.07
H -16.704 -22.793 14.978 0.08
H -15.952 -21.468 12.509 0.07
C -13.759 -25.391 19.880 -0.21
O -12.758 -26.298 19.638 -0.11
H -14.704 -25.814 20.219 0.08
H -13.467 -24.684 20.657 0.08
H -13.919 -24.898 18.922 0.08
H -11.962 -25.794 19.825 0.08
```

Properties
structure (SMILES) = CC1(C)CCCC(C)(C)N1O.CC1(C)CCCC(C)(C)N1O.COC[C@H](C)N.COC[C@H](C)N.COC[C@H](C)N.COC[C@H](C)N.COC[C@H](C)N.CO.CO
energy relative to the best compared isomer or geometry (same formula, charge and spin) = 94.0 kcal/mol
E = -2644.651737 Ha
Kohn-Sham gap = 8.2 eV

---

(2)
This record from the Open Molecules 2025 dataset describes 5 unconnected molecules or ions with the total composition C48H72IN2O15S4. The level of theory is ωB97M-V/def2-TZVPD.

Geometry as XYZ:
```
142
Properties=species:S:1:pos:R:3:lowdin_charge:R:1
C 4.454 3.837 0.979 -0.12
O 5.592 3.099 0.451 -0.24
C 5.296 2.498 -0.833 -0.22
C 5.645 0.913 -0.920 -0.16
C 5.634 0.195 0.517 -0.20
C 4.180 0.305 1.198 -0.18
C 3.283 -1.011 0.835 -0.20
C 2.326 -0.685 -0.429 -0.17
C 0.957 -1.535 -0.429 -0.11
C 0.895 -2.940 0.253 -0.02
C -0.410 -3.813 0.283 0.02
C -1.689 -3.251 -0.441 0.00
C -3.062 -4.095 -0.443 -0.55
O -3.877 -3.803 0.510 -0.08
O -3.376 -5.071 -1.356 -0.16
C -1.650 -1.856 -1.127 0.02
C -0.331 -0.992 -1.100 0.00
C -0.438 0.459 -1.801 -0.25
O 0.476 0.933 -2.518 0.03
C -1.847 1.205 -1.528 -0.02
C -1.874 2.727 -1.222 0.06
C -3.280 3.359 -0.919 -0.08
C -3.437 4.903 -0.542 -0.14
C -2.059 5.706 -0.385 -0.36
O -1.144 5.158 0.591 -0.08
C -2.467 7.183 0.172 -0.25
N -1.287 8.111 0.128 -0.03
C -4.590 2.487 -0.935 -0.07
C -5.995 3.225 -0.612 -0.15
C -6.339 3.149 0.976 -0.74
O -5.902 2.168 1.610 -0.03
I -7.563 4.703 1.955 0.69
C -4.575 0.941 -1.245 -0.03
C -5.895 0.046 -1.243 -0.15
C -5.795 -1.302 -0.377 -0.17
C -7.307 -1.717 0.080 -0.20
C -7.249 -2.309 1.580 -0.20
C -7.859 -1.159 2.550 -0.29
N -7.789 -1.714 3.953 -0.05
C -3.165 0.342 -1.543 0.03
C -2.928 -1.220 -1.877 -0.23
O -3.652 -1.858 -2.680 0.05
H 4.505 3.793 2.131 0.09
H 4.517 4.934 0.659 0.10
H 3.437 3.373 0.703 0.09
H 5.924 3.025 -1.646 0.12
H 4.205 2.613 -1.151 0.12
H 4.914 0.349 -1.614 0.11
H 6.682 0.817 -1.393 0.10
H 5.918 -0.899 0.358 0.11
H 6.398 0.666 1.241 0.09
H 4.313 0.304 2.332 0.11
H 3.578 1.220 0.878 0.08
H 3.951 -1.890 0.502 0.11
H 2.632 -1.327 1.723 0.11
H 2.156 0.434 -0.603 0.10
H 2.907 -1.058 -1.361 0.12
H 1.850 -3.304 0.769 0.08
H -0.438 -4.830 0.820 0.11
H -0.934 3.391 -1.205 0.11
H -4.112 5.388 -1.325 0.12
H -3.991 4.999 0.471 0.13
H -1.558 5.909 -1.404 0.16
H -1.498 5.402 1.483 0.11
H -2.850 7.119 1.267 0.12
H -3.354 7.620 -0.426 0.12
H -0.738 7.884 0.981 0.07
H -1.620 9.081 0.238 0.06
H -6.003 4.317 -0.977 0.09
H -6.823 2.702 -1.229 0.12
H -6.754 0.666 -0.778 0.09
H -6.179 -0.154 -2.330 0.12
H -5.423 -2.216 -0.979 0.10
H -5.081 -1.232 0.525 0.12
H -7.683 -2.567 -0.622 0.09
H -8.055 -0.860 -0.030 0.10
H -6.155 -2.556 1.833 0.10
H -7.828 -3.297 1.638 0.11
H -8.928 -0.963 2.192 0.11
H -7.190 -0.230 2.400 0.10
H -7.918 -0.885 4.564 0.05
H -6.831 -2.083 4.036 0.06
C 6.897 4.273 5.372 -0.22
C 7.004 4.913 3.991 -0.22
C 6.048 6.104 3.964 -0.23
S 5.911 6.678 5.655 0.67
O 4.556 6.461 6.106 -0.32
O 6.570 7.960 5.779 -0.34
C 6.956 5.420 6.371 -0.23
H 7.697 3.550 5.545 0.11
H 5.940 3.747 5.462 0.12
H 8.030 5.260 3.829 0.12
H 6.769 4.200 3.197 0.11
H 6.429 6.911 3.337 0.10
H 5.052 5.810 3.627 0.09
H 6.588 5.149 7.361 0.11
H 7.967 5.827 6.444 0.11
C -7.128 -2.232 -5.808 -0.23
C -6.049 -3.305 -5.656 -0.21
C -6.062 -3.767 -4.198 -0.20
S -7.732 -3.514 -3.609 0.69
O -7.708 -2.497 -2.582 -0.33
O -8.368 -4.798 -3.408 -0.32
C -8.364 -2.787 -5.111 -0.24
H -7.328 -2.003 -6.857 0.11
H -6.803 -1.309 -5.316 0.12
H -6.281 -4.150 -6.313 0.11
H -5.063 -2.930 -5.940 0.12
H -5.803 -4.822 -4.107 0.11
H -5.391 -3.165 -3.581 0.08
H -9.103 -2.022 -4.873 0.10
H -8.824 -3.584 -5.700 0.10
C 10.338 -1.297 3.107 -0.22
C 10.439 -0.645 1.727 -0.21
C 9.484 0.550 1.713 -0.22
S 9.358 1.110 3.405 0.66
O 8.004 0.894 3.861 -0.32
O 10.021 2.389 3.532 -0.33
C 10.403 -0.153 4.110 -0.24
H 11.137 -2.022 3.273 0.12
H 9.381 -1.821 3.199 0.12
H 11.465 -0.299 1.562 0.12
H 10.200 -1.351 0.928 0.12
H 9.864 1.360 1.090 0.11
H 8.487 0.260 1.378 0.08
H 10.039 -0.427 5.100 0.11
H 11.415 0.252 4.180 0.11
C -1.922 -7.294 -3.017 -0.22
C -1.219 -8.533 -2.460 -0.22
C -0.304 -9.075 -3.560 -0.24
S 0.149 -7.669 -4.570 0.66
O -0.417 -7.848 -5.889 -0.34
O 1.551 -7.368 -4.367 -0.35
C -0.834 -6.469 -3.689 -0.23
H -2.427 -6.726 -2.231 0.08
H -2.674 -7.595 -3.754 0.12
H -0.620 -8.251 -1.588 0.12
H -1.935 -9.291 -2.135 0.11
H 0.598 -9.529 -3.147 0.10
H -0.824 -9.794 -4.196 0.10
H -1.225 -5.726 -4.384 0.11
H -0.190 -5.989 -2.948 0.11
```

Properties
net charge = -1
E = -5000.333692 Ha
Kohn-Sham gap = 6.4 eV

---

(3)
This record from the Open Molecules 2025 dataset describes a molecular structure, C20H23MnN7S. The level of theory is ωB97M-V/def2-TZVPD.

Geometry as XYZ:
```
52
Properties=species:S:1:pos:R:3:lowdin_spin:R:1
Mn 0.031 0.498 -0.187 1.90
C 0.452 -4.180 -1.811 0.00
C -0.448 -3.723 -2.959 0.01
C -0.118 -2.342 -3.472 0.10
C 0.310 -2.236 -4.783 0.00
C 0.744 -1.036 -5.330 0.15
C 0.786 0.123 -4.553 0.01
C 0.377 0.087 -3.244 0.08
C 0.402 1.361 -2.434 0.01
C -0.949 1.926 -1.975 0.00
C -0.120 -1.137 -2.689 0.08
N -0.590 -1.013 -1.413 0.18
C -1.455 -1.839 -0.802 -0.08
C -1.834 -1.469 0.469 0.14
C -2.759 -1.992 1.423 0.05
C -2.758 -1.126 2.479 0.08
C -1.834 -0.080 2.162 0.17
N -1.286 -0.281 0.974 -0.01
H 0.199 -5.196 -1.514 0.00
H 0.369 -3.552 -0.920 0.00
H 1.496 -4.181 -2.118 0.00
H -1.508 -3.818 -2.709 0.00
H -0.308 -4.408 -3.795 0.00
H 0.325 -3.127 -5.396 0.00
H 1.064 -1.003 -6.362 0.01
H 1.135 1.050 -4.987 0.00
H 0.910 2.133 -3.015 0.00
H 1.146 1.265 -1.595 0.00
H -1.661 1.910 -2.801 0.00
H -0.855 2.949 -1.618 0.00
H -1.486 1.338 -1.192 0.00
H -1.882 -2.697 -1.299 -0.01
H -3.349 -2.886 1.305 0.00
H -3.339 -1.186 3.384 0.00
H -1.594 0.789 2.756 0.01
S 0.301 2.502 0.906 -0.02
C 0.970 2.235 2.476 0.00
N 1.488 1.115 2.954 0.00
C 2.060 1.304 4.295 0.00
C 1.748 2.792 4.587 0.00
N 1.058 3.213 3.362 0.00
H 1.606 0.295 2.375 0.00
H 3.131 1.107 4.274 0.00
H 1.590 0.630 5.008 0.00
H 2.650 3.382 4.734 0.00
H 1.096 2.919 5.450 0.00
H 0.733 4.149 3.178 0.00
N 3.714 -4.324 -0.540 0.01
C 3.424 -3.338 -0.023 0.00
N 3.093 -2.217 0.604 0.04
C 2.302 -1.319 0.335 0.04
N 1.604 -0.351 0.198 0.02
```

Properties
net charge = +2
2S+1 = 4
E = -2707.794655 Ha
Kohn-Sham gap (spin up / spin down) = 7.0 / 5.7 eV